{"formula": "C42H90N6O18S6", "method": "ωB97M-V with the def2-TZVPD basis set", "relative_energy_ev": 0.000, "lumo_energy_ev": 0.01, "smiles": "O=S1(=O)CCCC1.O=S1(=O)CCCC1.O=S1(=O)CCCC1.O=S1(=O)CCCC1.O=S1(=O)CCCC1.O=S1(=O)CCCC1.CNC(C)=O.CNC(C)=O.CNC(C)=O.CNC(C)=O.CNC(C)=O.CNC(C)=O", "charge": 0, "symbols": ["C", "C", "O", "N", "C", "H", "H", "H", "H", "H", "H", "H", "C", "C", "O", "N", "C", "H", "H", "H", "H", "H", "H", "H", "C", "C", "O", "N", "C", "H", "H", "H", "H", "H", "H", "H", "C", "C", "O", "N", "C", "H", "H", "H", "H", "H", "H", "H", "C", "C", "O", "N", "C", "H", "H", "H", "H", "H", "H", "H", "C", "C", "O", "N", "C", "H", "H", "H", "H", "H", "H", "H", "C", "C", "C", "S", "O", "O", "C", "H", "H", "H", "H", "H", "H", "H", "H", "C", "C", "C", "S", "O", "O", "C", "H", "H", "H", "H", "H", "H", "H", "H", "C", "C", "C", "S", "O", "O", "C", "H", "H", "H", "H", "H", "H", "H", "H", "C", "C", "C", "S", "O", "O", "C", "H", "H", "H", "H", "H", "H", "H", "H", "C", "C", "C", "S", "O", "O", "C", "H", "H", "H", "H", "H", "H", "H", "H", "C", "C", "C", "S", "O", "O", "C", "H", "H", "H", "H", "H", "H", "H", "H"], "xyz": [[5.252, 2.000, -5.267], [4.448, 1.767, -4.021], [3.232, 1.766, -4.015], [5.193, 1.620, -2.933], [4.593, 1.269, -1.591], [5.067, 1.287, -6.070], [6.340, 2.058, -5.219], [4.954, 2.998, -5.588], [6.201, 1.563, -2.971], [5.379, 1.322, -0.837], [3.922, 0.414, -1.513], [3.938, 2.067, -1.243], [-4.939, 0.651, 2.080], [-5.836, 1.567, 2.871], [-6.777, 2.160, 2.343], [-5.533, 1.681, 4.195], [-6.339, 2.306, 5.236], [-4.107, 0.131, 2.556], [-4.619, 1.197, 1.193], [-5.665, -0.082, 1.726], [-4.644, 1.311, 4.498], [-6.024, 3.329, 5.438], [-6.325, 1.640, 6.099], [-7.391, 2.403, 4.967], [0.529, -0.710, 4.428], [1.144, -2.075, 3.889], [2.326, -2.333, 4.129], [0.337, -2.957, 3.256], [0.802, -4.168, 2.629], [0.323, -0.746, 5.498], [-0.432, -0.413, 4.008], [1.255, 0.088, 4.584], [-0.669, -2.884, 3.308], [1.782, -4.438, 3.020], [1.071, -3.838, 1.625], [0.093, -4.995, 2.571], [-3.649, -2.001, 0.563], [-3.230, -3.036, 1.608], [-2.329, -2.852, 2.428], [-3.825, -4.230, 1.432], [-3.838, -5.244, 2.439], [-3.349, -0.992, 0.845], [-4.685, -2.070, 0.231], [-2.988, -2.190, -0.283], [-4.102, -4.598, 0.533], [-4.304, -6.146, 2.042], [-4.272, -4.913, 3.382], [-2.795, -5.474, 2.656], [4.548, -1.894, -5.012], [3.820, -2.466, -3.797], [4.318, -3.403, -3.166], [2.632, -1.986, -3.376], [1.723, -1.077, -4.108], [5.587, -2.225, -5.003], [4.434, -0.810, -4.995], [4.056, -2.260, -5.913], [2.310, -2.326, -2.481], [2.212, -0.524, -4.909], [1.474, -0.295, -3.391], [0.760, -1.531, -4.341], [-4.806, -2.955, -2.414], [-4.364, -1.588, -2.763], [-4.851, -0.619, -2.212], [-3.453, -1.487, -3.748], [-2.969, -0.262, -4.239], [-5.371, -3.277, -3.288], [-5.586, -2.950, -1.652], [-4.093, -3.626, -1.935], [-3.189, -2.362, -4.177], [-3.304, 0.581, -3.635], [-3.436, -0.116, -5.213], [-1.883, -0.314, -4.317], [1.476, -4.722, -1.354], [0.146, -4.216, -2.000], [-0.790, -5.458, -2.268], [-0.379, -6.591, -0.936], [-0.123, -7.944, -1.459], [-1.378, -6.429, 0.180], [1.299, -5.960, -0.448], [1.803, -3.951, -0.657], [2.203, -4.860, -2.155], [0.347, -3.654, -2.912], [-0.439, -3.542, -1.374], [-0.550, -6.000, -3.182], [-1.874, -5.397, -2.360], [2.052, -6.730, -0.616], [1.275, -5.732, 0.618], [-2.360, 4.342, 7.063], [-1.307, 3.213, 7.303], [-0.576, 3.036, 5.960], [-1.926, 3.174, 4.714], [-2.465, 1.903, 4.252], [-1.532, 4.130, 3.740], [-3.189, 3.843, 5.926], [-1.918, 5.305, 6.805], [-2.952, 4.535, 7.958], [-1.886, 2.301, 7.448], [-0.645, 3.339, 8.160], [0.131, 2.216, 5.840], [0.031, 3.925, 5.792], [-3.770, 2.978, 6.246], [-3.922, 4.495, 5.452], [2.938, 4.243, 0.409], [1.454, 3.955, -0.031], [0.582, 4.414, 1.216], [1.523, 3.641, 2.643], [1.062, 2.264, 2.855], [1.595, 4.557, 3.792], [3.196, 3.530, 1.799], [3.040, 5.323, 0.514], [3.698, 3.903, -0.294], [1.186, 2.919, -0.235], [1.275, 4.572, -0.912], [-0.495, 4.254, 1.272], [0.773, 5.485, 1.151], [3.540, 2.496, 1.762], [3.966, 3.920, 2.464], [-3.137, 4.912, -5.768], [-1.736, 4.467, -6.120], [-1.130, 3.586, -5.035], [-1.608, 4.578, -3.489], [-0.441, 5.363, -3.106], [-2.235, 3.771, -2.441], [-2.929, 5.552, -4.337], [-3.806, 4.057, -5.667], [-3.611, 5.546, -6.518], [-1.078, 5.304, -6.355], [-1.737, 3.876, -7.036], [-0.114, 3.196, -4.981], [-1.742, 2.689, -4.939], [-2.446, 6.512, -4.520], [-3.847, 5.686, -3.765], [-1.087, 0.975, 0.995], [-1.441, 1.178, -0.507], [-0.231, 0.868, -1.499], [1.051, -0.004, -0.466], [2.151, 0.842, -0.016], [1.272, -1.313, -1.110], [-0.164, -0.247, 0.931], [-1.972, 0.816, 1.612], [-0.554, 1.790, 1.483], [-1.789, 2.198, -0.672], [-2.291, 0.552, -0.779], [0.247, 1.744, -1.937], [-0.334, 0.206, -2.359], [0.507, -0.343, 1.785], [-0.564, -1.236, 0.707], [6.329, -3.154, 0.157], [4.766, -2.848, 0.063], [4.310, -2.106, 1.332], [5.807, -1.241, 2.036], [6.172, -1.907, 3.274], [5.739, 0.218, 1.939], [6.933, -1.927, 0.818], [6.746, -3.324, -0.836], [6.444, -4.010, 0.821], [4.211, -3.760, -0.159], [4.597, -2.238, -0.825], [3.968, -2.848, 2.054], [3.560, -1.355, 1.082], [7.924, -1.935, 1.270], [7.084, -1.145, 0.074]], "mulliken_charge": [-1.2097, 0.5541, -0.5747, -0.0401, 0.0644, 0.2865, 0.3620, 0.3594, 0.2972, 0.4879, -0.2941, -0.4089, -0.2084, 0.3453, -0.6843, -0.0155, -0.9868, 0.0653, 0.2056, 0.2292, 0.1171, 0.2679, 0.3614, 0.3465, -1.1081, 0.5107, -0.6900, 0.1909, -0.7168, 0.6459, 0.2671, 0.3411, 0.3256, 0.4187, -0.1110, 0.2929, 0.8623, -0.0241, -0.7525, 0.0497, -0.8554, -1.1520, 0.8535, -0.3173, 0.2655, 0.3495, 0.2749, 0.1969, -1.0854, 1.0104, -0.6381, 0.6765, -0.9552, 0.3778, -0.1234, 0.3593, -0.4229, 0.5021, -0.0162, 0.1918, -1.2934, 0.9160, -0.6334, -0.0670, -0.8693, 0.5176, 0.3715, 0.0511, 0.2150, 0.3376, 0.4385, 0.0911, 0.1974, 0.0848, -0.8218, 1.1300, -0.7480, -0.5306, -0.4834, -0.6083, 0.5042, 0.1912, -0.3439, 0.3824, 0.4495, 0.4219, 0.1058, -0.9061, -0.6956, -0.5613, 1.2813, -0.6470, -0.6731, -0.7777, 0.3521, 0.3696, 0.3184, 0.3872, 0.3129, 0.3555, 0.2132, 0.6046, -1.0238, 0.7712, -1.0544, 0.7522, -0.3807, -0.7471, -0.3902, 0.4140, 0.4805, -1.0436, 0.3443, 0.5032, 0.5950, -0.0580, 0.6016, -0.5684, -0.7781, -0.3022, 1.0741, -0.6856, -0.5959, -0.8245, 0.2896, 0.3359, 0.3472, 0.3717, 0.5430, -0.0435, 0.3771, 0.4124, 1.6140, -0.2725, -1.0538, 0.6818, -0.1108, 0.2997, -0.6697, -0.3210, -1.2438, 0.4985, -0.3058, 0.6181, 0.3819, 0.2803, 0.0950, -0.8905, 0.1962, 0.4842, 1.0375, -0.6746, -0.5672, -0.7645, 0.4095, 0.3577, 0.2341, -0.4391, 0.2076, -0.4446, 0.5211, 0.2616]}